This record from the OMol25 dataset describes a cluster of 3 separate species, C5H18NO2 in total in a non-equilibrium geometry. The level of theory is ωB97M-V/def2-TZVPD.

Values from the calculation:
Frontier orbital gap: 0.4166 hartree
ΔE to the lowest compared entry with this formula, charge and spin: 162.6 kJ/mol
Largest force on an atom: 5.7 eV/A
Net charge: +1
HOMO: -14.3 eV
LUMO energy: -2.99 eV
Multiplicity: 1

XYZ file:
```
26
Properties=species:S:1:pos:R:3:lowdin_charge:R:1
C 0.68 0.38 0.93 -0.1664
C -0.43 -0.62 1.17 -0.1887
C -1.66 0.13 1.81 -0.2086
C -2.78 0.83 0.91 -0.1904
C -3.17 -0.35 -0.09 -0.1258
N 1.04 0.20 -0.48 0.1344
H 1.57 0.39 1.61 0.1589
H 0.30 1.37 1.11 0.1186
H -0.81 -1.11 0.27 0.0841
H -0.09 -1.38 1.86 0.1135
H -2.30 -0.68 2.34 0.1359
H -1.36 0.69 2.67 0.0964
H -3.59 1.02 1.50 0.0634
H -2.42 1.70 0.33 0.1042
H -2.97 -1.37 0.37 0.0807
H -2.74 -0.27 -1.16 0.0862
H -4.28 -0.31 -0.20 0.0742
H 1.47 1.06 -0.91 0.1565
H 1.75 -0.52 -0.60 0.0971
H 0.25 -0.26 -1.11 0.2117
H 3.69 1.78 -3.00 -0.0066
H 3.92 2.31 -1.60 0.0778
O 3.25 1.98 -2.24 -0.0244
H 1.36 -3.01 -0.67 0.0536
H 2.62 -2.57 -1.46 0.0611
O 1.81 -2.29 -1.07 0.0027
```



This record from the OMol25 dataset describes the ion C3H8NS with charge +1 in a non-equilibrium geometry. The level of theory is ωB97M-V/def2-TZVPD.

Values from the calculation:
Frontier orbital gap (spin up / spin down): 0.2727 / 0.3322 hartree
ΔE to the lowest compared entry with this formula, charge and spin: 395.6 kJ/mol
Largest force on an atom: 5.1 eV/A
Net charge: +1
HOMO (spin up / spin down): -12.8 / -13.4 eV
LUMO energy (spin up / spin down): -5.35 / -4.34 eV
Multiplicity: 1

XYZ file:
```
13
Properties=species:S:1:pos:R:3:lowdin_charge:R:1
C -0.41 -0.86 0.14 -0.3301
C -1.80 -0.60 0.01 0.0396
C 0.72 0.20 0.37 -0.4911
N 0.44 1.50 -0.48 0.1669
S 2.44 -0.38 0.32 0.8095
H -0.28 -1.64 0.88 0.1174
H -0.07 -1.34 -0.79 0.1352
H -2.27 0.29 -0.58 0.1027
H -2.41 -1.28 0.56 0.0608
H -0.56 1.31 -0.75 0.1371
H 1.17 1.37 -1.30 0.2039
H 0.76 2.29 0.04 0.1411
H 2.27 -0.85 1.57 -0.0930
```



This record from the OMol25 dataset describes an isolated molecule of CH2P2S2 in a non-equilibrium geometry. The level of theory is ωB97M-V/def2-TZVPD.

Values from the calculation:
Frontier orbital gap: 0.2778 hartree
ΔE to the lowest compared entry with this formula, charge and spin: 32.9 kJ/mol
Largest force on an atom: 2.6 eV/A
HOMO: -9.0 eV
LUMO energy: -1.44 eV
Multiplicity: 1

XYZ file:
```
7
Properties=species:S:1:pos:R:3:lowdin_charge:R:1
C -1.93 -0.09 0.00 -0.5091
P -0.61 -1.12 0.22 0.4488
S 0.80 0.43 0.29 0.0148
P 2.57 -0.60 -0.40 0.0178
S 3.85 0.79 -0.08 0.0102
H -1.64 1.04 -0.06 -0.0062
H -3.04 -0.45 0.03 0.0238
```



This record from the OMol25 dataset describes a cluster of 2 separate species, C6H12N2OSSi in total in a non-equilibrium geometry. The level of theory is ωB97M-V/def2-TZVPD.

Values from the calculation:
Frontier orbital gap: 0.2929 hartree
ΔE to the lowest compared entry with this formula, charge and spin: 107.7 kJ/mol
Largest force on an atom: 3.6 eV/A
HOMO: -8.6 eV
LUMO energy: -0.63 eV
Multiplicity: 1

XYZ file:
```
23
Properties=species:S:1:pos:R:3:lowdin_charge:R:1
C -1.34 1.23 -0.81 -0.5801
C -0.18 1.14 1.63 -0.5644
C -0.88 -1.50 -2.51 -0.1670
C 1.92 -0.19 -2.03 -0.1694
C 0.78 -2.24 0.07 -0.1694
C -0.92 2.38 3.81 -0.2986
N -2.10 2.05 -1.12 0.0962
N -0.55 0.33 -0.36 -0.0612
O 0.93 0.96 1.97 0.0978
Si 0.36 -0.89 -1.19 0.4654
S -1.58 1.83 2.18 1.0147
H -1.21 -0.67 -3.12 0.0255
H -0.43 -2.24 -3.16 0.0217
H -1.76 -1.94 -2.04 0.0267
H 2.22 -0.81 -2.88 0.0206
H 1.74 0.81 -2.41 0.0242
H 2.76 -0.14 -1.35 0.0189
H 1.31 -1.84 0.93 0.0150
H -0.11 -2.75 0.43 0.0247
H 1.42 -2.99 -0.38 0.0237
H 0.16 2.53 3.72 0.0449
H -1.13 1.63 4.55 0.0474
H -1.41 3.32 4.06 0.0426
```



This record from the OMol25 dataset describes a cluster of 4 separate species, C5H16N2O3 in total in a non-equilibrium geometry. The level of theory is ωB97M-V/def2-TZVPD.

Values from the calculation:
Frontier orbital gap: 0.3576 hartree
ΔE to the lowest compared entry with this formula, charge and spin: 253.8 kJ/mol
Largest force on an atom: 1.1 eV/A
HOMO: -9.2 eV
LUMO energy: 0.56 eV
Multiplicity: 1

XYZ file:
```
26
Properties=species:S:1:pos:R:3:lowdin_charge:R:1
C -2.71 -0.13 -1.84 -0.0383
N -1.80 -0.48 -1.05 -0.0187
C -0.47 -0.23 -1.44 -0.1848
C 0.58 -0.83 -0.88 -0.1077
C 1.99 -0.37 -1.14 -0.2099
C 2.77 -0.30 0.16 -0.2772
N 2.29 0.87 0.96 0.0007
H -2.52 0.19 -2.87 0.0862
H -3.74 -0.16 -1.51 0.0681
H -0.27 0.68 -2.00 0.1121
H 0.52 -1.76 -0.34 0.0937
H 1.98 0.59 -1.66 0.1119
H 2.45 -1.09 -1.83 0.1135
H 3.85 -0.24 0.03 0.1086
H 2.55 -1.21 0.73 0.0970
H 1.49 0.57 1.51 0.0536
H 3.00 1.09 1.65 0.0569
O -0.61 -2.37 1.84 -0.0556
H -0.84 -1.92 1.02 -0.0079
H 0.24 -2.03 2.11 0.0287
O -1.40 2.68 -0.46 -0.0631
H -0.95 2.09 0.16 0.0188
H -1.44 3.54 -0.03 0.0423
O -2.13 0.51 2.57 -0.0765
H -2.33 -0.43 2.59 0.0251
H -2.51 0.74 1.70 0.0225
```



This record from the OMol25 dataset describes a structure of composition F5Pb3 in a non-equilibrium geometry. The level of theory is ωB97M-V/def2-TZVPD.

Values from the calculation:
Frontier orbital gap: 0.3125 hartree
Largest force on an atom: 4.7 eV/A
Net charge: +1
HOMO: -14.1 eV
LUMO energy: -5.64 eV
Multiplicity: 1

XYZ file:
```
8
Properties=species:S:1:pos:R:3:lowdin_charge:R:1
Pb 0.42 -0.44 -1.37 1.4474
Pb -1.63 2.18 0.63 1.5791
Pb 1.09 -1.36 1.97 1.5502
F 0.35 -2.56 -0.05 -0.6916
F 2.15 0.07 0.21 -0.6855
F -0.46 -0.13 0.70 -0.8120
F 0.26 2.00 -0.88 -0.7014
F -2.18 0.26 -1.21 -0.6863
```



> largest force on an atom of number 1 (C5H18NO2)?

5.7 eV/A



> Which value of multiplicity does entry 6 give?

1



> What is the largest force on an atom in the fourth record?

3.6 eV/A